The following is a DFT calculation (ωB97M-V/def2-TZVPD) of a cluster of 5 separate species, C18H44N2O5 in total at a distorted geometry.

Calculated values
**2S+1**: 2
**E_LUMO (spin up / spin down)**: 2.63 / 2.59 eV
**Net charge**: -1
**Gap between HOMO and LUMO (spin up / spin down)**: 2.67 / 8.49 eV

The geometry in XYZ format:
```
69
Properties=species:S:1:pos:R:3:forces:R:3
O 18.073 -17.841 2.123 0.7 -0.9 -0.5
H 17.766 -17.703 3.019 -0.3 0.4 0.7
H 17.475 -17.324 1.583 -0.6 0.6 -0.2
O 20.756 -17.982 1.912 1.2 0.1 -0.2
H 20.701 -18.926 1.761 -0.1 -0.1 0.0
H 19.847 -17.705 2.031 -0.9 0.0 0.1
O 16.735 -16.604 4.228 0.2 0.5 -1.5
H 17.116 -16.054 4.912 0.4 0.5 0.8
H 16.334 -17.333 4.701 -0.7 -0.9 0.8
C 18.244 -14.752 0.656 0.6 0.5 1.6
C 16.968 -15.263 0.022 0.5 0.6 -0.6
C 17.540 -16.345 -1.003 -1.0 0.7 0.6
C 16.473 -17.173 -1.651 -0.2 -0.1 -1.1
C 15.606 -17.790 -0.586 0.0 0.7 1.5
C 14.974 -16.778 0.452 -0.2 0.0 -2.8
N 16.047 -15.915 0.983 1.0 -1.8 -1.0
O 15.624 -15.145 2.051 -0.6 1.3 -0.7
C 13.850 -16.018 -0.400 -0.1 0.6 1.0
C 14.379 -17.647 1.536 -0.6 0.7 1.1
C 16.335 -14.000 -0.704 -0.2 -1.6 -0.2
H 18.902 -14.276 -0.071 -0.2 -0.1 -0.3
H 18.857 -15.488 1.177 -0.2 -0.4 -0.2
H 18.074 -14.005 1.432 -0.4 0.2 0.0
H 18.167 -15.788 -1.699 -0.1 -0.1 -0.2
H 18.162 -17.104 -0.528 0.4 0.5 0.7
H 16.955 -17.954 -2.241 0.1 -0.3 0.1
H 15.950 -16.618 -2.430 -0.5 0.3 0.2
H 16.239 -18.374 0.082 0.2 -0.6 -0.3
H 14.781 -18.412 -0.933 0.1 0.0 -0.2
H 13.804 -14.967 -0.117 -0.1 0.0 0.4
H 13.970 -15.970 -1.483 0.5 -0.4 0.0
H 12.840 -16.401 -0.250 0.1 -0.3 0.3
H 15.092 -17.957 2.300 0.4 -0.2 -0.3
H 13.669 -17.080 2.138 -0.3 0.1 -0.1
H 13.860 -18.527 1.156 0.1 0.1 -0.2
H 15.431 -14.368 -1.189 0.1 0.4 -0.4
H 17.035 -13.622 -1.450 0.0 0.0 0.0
H 16.026 -13.189 -0.045 0.3 -0.2 0.3
H 16.090 -15.496 2.814 0.2 -0.5 0.7
C 16.815 -25.304 5.367 -0.3 -0.9 -0.2
C 16.330 -23.886 4.971 2.1 -0.2 1.9
C 16.972 -22.956 6.060 0.5 0.5 -0.7
C 17.041 -21.479 5.684 -0.1 -0.4 -0.5
C 17.528 -21.256 4.234 -0.7 0.0 1.7
C 16.836 -22.126 3.165 -0.4 -0.3 0.5
N 16.812 -23.568 3.633 1.6 1.2 0.3
O 16.282 -24.465 2.654 -0.3 1.1 1.0
C 15.449 -21.586 2.781 -0.6 -0.3 0.5
C 17.700 -22.060 1.946 0.8 -0.3 -0.7
C 14.878 -23.873 5.258 -1.9 -0.3 -0.9
H 17.753 -25.721 5.002 0.2 0.9 -0.6
H 16.074 -26.025 5.021 -0.1 -0.2 0.2
H 16.934 -25.386 6.448 -0.5 0.1 0.1
H 16.408 -23.002 6.992 -0.2 -0.5 0.0
H 17.956 -23.371 6.276 0.3 0.3 -0.1
H 17.712 -20.934 6.349 0.1 -0.1 0.1
H 16.076 -20.997 5.839 -0.2 -0.1 -0.1
H 18.612 -21.349 4.303 0.1 -0.4 -0.7
H 17.322 -20.193 4.108 0.1 0.1 -0.8
H 15.451 -20.512 2.595 0.2 -0.1 -0.2
H 15.052 -22.123 1.920 0.2 0.2 -0.4
H 14.677 -21.746 3.533 0.2 0.1 0.4
H 17.292 -22.587 1.083 -0.2 0.0 0.1
H 17.875 -21.023 1.659 0.0 0.1 0.1
H 18.649 -22.532 2.200 0.2 0.1 -0.2
H 14.420 -22.884 5.284 0.1 0.0 0.2
H 14.647 -24.427 6.168 0.2 0.3 0.2
H 14.370 -24.455 4.490 -0.4 0.0 -0.2
H 15.372 -24.184 2.771 -0.9 -0.7 -0.9
```
Positions in Å, forces in eV/Å.